A single C4H8O3 molecule. Source: OMol25; level of theory: the ωB97M-V functional and the def2-TZVPD basis.

Positions of all 15 atoms, in Å:
O  -2.399  0.243  -0.116
C  -1.355  -0.596  0.332
C  0.019  -0.015  -0.073
C  1.229  -0.492  0.719
O  2.428  -0.477  -0.021
C  0.147  1.333  -0.568
O  0.036  0.247  -1.502
H  -2.243  0.360  -1.063
H  -1.421  -0.657  1.422
H  -1.527  -1.628  -0.047
H  1.368  0.282  1.496
H  0.999  -1.446  1.201
H  2.232  -0.885  -0.868
H  1.164  1.738  -0.574
H  -0.677  1.993  -0.338

E_tot	-382.8604	Ha
lowest unoccupied orbital energy	0.8	eV
HOMO energy	-10.33	eV
gap between HOMO and LUMO	11.1	eV
SMILES	OCC1(CO)CO1
multiplicity	1
energy above the lowest of the compared OMol25 structures with the same formula, charge and spin	2.8412	eV